Entry 1:
# C4H10OS

A 2-piece molecular cluster, C4H10OS overall (the ωB97M-V functional and the def2-TZVPD basis, the Open Molecules 2025 dataset).

Structure (ORCA input):
```
! RIJCOSX wB97M-V def2-TZVPD def2/J DEFGRID3
* xyz 0 1
C -0.84 1.57 -0.14
C 0.59 1.58 0.38
S 0.52 1.63 2.27
H -1.03 1.12 -1.11
H -1.50 0.93 0.46
H -1.13 2.59 0.09
H 1.21 2.43 0.13
H 1.17 0.67 0.24
H 0.36 0.31 2.42
C -0.88 -1.87 -0.73
C 0.10 -1.86 -1.62
O 0.14 -2.82 -2.63
H -0.96 -1.00 -0.09
H -1.72 -2.53 -0.80
H 1.03 -1.31 -1.55
H 0.54 -3.64 -2.31
*
```

Values from the calculation:
SMILES string: C=CO.CCS
Gap between HOMO and LUMO: 9.86 eV
DFT total energy: -17191.11927 eV

Entry 2:
# C23H61FN2O21P4

A 7-piece molecular cluster, C23H61FN2O21P4 overall (the ωB97M-V functional and the def2-TZVPD basis, the Open Molecules 2025 dataset).

Structure (ORCA input):
```
! RIJCOSX wB97M-V def2-TZVPD def2/J DEFGRID3
* xyz 0 1
C -4.33 -1.97 -6.74
C -5.07 -3.42 -6.76
C -6.48 -3.31 -7.28
O -7.24 -4.54 -7.27
C -8.56 -4.47 -7.97
N -4.10 -4.35 -7.40
H -3.25 -2.12 -6.78
H -4.59 -1.44 -5.82
H -4.64 -1.25 -7.50
H -5.04 -3.62 -5.69
H -6.30 -3.13 -8.34
H -7.07 -2.52 -6.81
H -9.20 -3.76 -7.45
H -8.97 -5.46 -7.76
H -8.58 -4.27 -9.04
H -4.62 -5.18 -7.66
H -3.78 -4.00 -8.30
C 3.36 -5.59 -6.17
C 4.80 -5.55 -5.95
C 5.60 -4.51 -6.75
O 6.13 -5.06 -7.89
C 6.43 -4.26 -9.03
N 4.98 -5.50 -4.49
H 2.84 -6.33 -5.57
H 3.11 -5.79 -7.21
H 2.73 -4.76 -5.84
H 5.06 -6.60 -6.13
H 6.46 -4.14 -6.20
H 5.06 -3.60 -7.01
H 6.96 -3.34 -8.78
H 5.51 -3.97 -9.54
H 7.04 -4.71 -9.81
H 5.95 -5.56 -4.20
H 4.83 -4.54 -4.22
C 2.99 3.94 -0.54
O 4.12 3.90 -1.42
P 3.98 4.22 -3.05
O 5.33 3.98 -3.75
O 3.48 5.79 -3.11
C 3.24 6.39 -4.35
O 2.76 3.21 -3.35
C 2.90 1.85 -3.00
H 2.99 4.93 -0.07
H 3.21 3.32 0.33
H 2.03 3.81 -1.02
H 2.20 6.69 -4.53
H 3.75 5.94 -5.19
H 3.78 7.33 -4.28
H 3.92 1.47 -3.03
H 2.37 1.44 -3.86
H 2.50 1.53 -2.04
C -4.49 0.81 8.78
O -4.84 2.16 9.11
P -6.33 2.63 8.86
O -6.77 2.46 7.47
O -6.34 4.11 9.48
C -7.35 4.51 10.40
O -7.12 1.73 10.05
C -7.82 0.53 9.74
H -3.56 0.63 8.24
H -5.32 0.25 8.34
H -4.42 0.38 9.77
H -6.82 4.78 11.31
H -8.16 3.84 10.65
H -7.83 5.44 10.09
H -8.17 0.34 8.73
H -8.78 0.63 10.24
H -7.27 -0.28 10.21
C 1.39 -3.98 4.50
O 0.16 -3.50 4.11
P 0.00 -2.73 2.66
O 1.03 -1.70 2.35
O -0.14 -3.92 1.58
C -0.30 -3.65 0.22
O -1.48 -2.19 2.73
C -1.54 -0.73 2.76
H 1.47 -4.99 4.91
H 1.90 -3.46 5.31
H 2.12 -4.06 3.70
H 0.61 -4.10 -0.16
H -0.29 -2.60 -0.05
H -1.18 -4.26 0.03
H -0.90 -0.36 3.56
H -2.54 -0.31 2.91
H -1.22 -0.21 1.86
C 0.72 9.80 0.96
O 0.19 8.49 0.70
P -1.39 8.16 1.03
O -2.38 9.32 0.87
O -1.64 6.86 0.11
C -1.35 6.81 -1.27
O -1.43 7.52 2.57
C -2.68 6.96 2.98
H 0.07 10.66 0.76
H 1.76 9.82 0.64
H 0.82 9.77 2.04
H -0.53 6.10 -1.44
H -1.08 7.82 -1.56
H -2.18 6.53 -1.91
H -2.60 5.88 2.87
H -3.65 7.12 2.51
H -2.84 7.07 4.05
C 9.86 -4.25 6.74
C 8.38 -4.65 6.92
O 8.18 -5.79 6.09
C 9.38 -6.30 5.87
O 9.50 -7.41 5.36
O 10.32 -5.58 6.39
F 7.77 -3.53 6.42
H 10.35 -3.99 7.68
H 10.12 -3.66 5.86
H 8.07 -4.84 7.95
*
```

Values from the calculation:
SMILES string: O=C1OC[C@@H](F)O1.COP(=O)(OC)OC.COP(=O)(OC)OC.COP(=O)(OC)OC.COP(=O)(OC)OC.COC[C@H](C)N.COC[C@H](C)N
Gap between HOMO and LUMO: 9.84 eV
DFT total energy: -110692.89516 eV

Entry 3:
# C7H11N4S

An isolated ion of composition C7H11N4S and charge +1 (the ωB97M-V functional and the def2-TZVPD basis, the Open Molecules 2025 dataset).

Structure (ORCA input):
```
! RIJCOSX wB97M-V def2-TZVPD def2/J DEFGRID3
* xyz 1 1
C -3.49 1.32 -0.05
C -4.06 0.04 -0.12
C -1.59 0.33 0.18
C 2.07 0.70 -0.15
C 1.86 -0.40 0.91
C 0.42 -1.09 0.62
C 0.53 -1.90 -0.64
N -2.20 1.41 0.11
N -0.44 0.09 0.58
N 1.00 1.16 -0.66
N 3.32 1.21 -0.27
S -2.91 -1.22 -0.07
H -4.11 2.20 0.04
H -5.01 -0.20 -0.53
H 2.52 -1.25 0.87
H 1.95 0.14 1.90
H 0.16 -1.85 1.40
H 1.44 -2.50 -0.55
H 0.57 -1.05 -1.28
H -0.44 -2.42 -0.85
H 1.06 1.98 -1.37
H 3.95 1.11 0.48
H 3.40 2.18 -0.56
*
```

Values from the calculation:
Gap between HOMO and LUMO (alpha / beta): 6.95 / 6.27 eV
DFT total energy: -24222.50034 eV

Entry 4:
# C30H22IN7NiO2S2

C30H22IN7NiO2S2 as an isolated structure (the ωB97M-V functional and the def2-TZVPD basis, the Open Molecules 2025 dataset).

Structure (ORCA input):
```
! RIJCOSX wB97M-V def2-TZVPD def2/J DEFGRID3
* xyz 0 3
Ni -0.16 0.26 0.01
C 2.41 -0.50 3.91
O 1.88 0.85 3.89
C 1.19 0.91 2.74
N 1.30 -0.03 1.90
C 2.33 -0.94 2.44
C 2.02 -2.40 2.19
C 2.30 -3.38 3.13
C 2.03 -4.71 2.86
C 1.49 -5.08 1.63
C 1.23 -4.10 0.68
C 1.50 -2.77 0.96
C 0.33 2.09 2.48
C 0.17 3.15 3.36
C -0.68 4.18 2.98
C -1.33 4.13 1.76
C -1.10 3.02 0.95
N -0.29 2.03 1.31
C -1.72 2.78 -0.36
N -1.53 1.69 -0.98
C -2.23 1.77 -2.27
C -2.86 3.19 -2.23
O -2.48 3.72 -0.92
C -1.30 1.57 -3.45
C -0.14 2.33 -3.56
C 0.71 2.15 -4.64
C 0.41 1.20 -5.61
C -0.75 0.45 -5.51
C -1.60 0.63 -4.43
H 1.77 -1.09 4.56
H 3.42 -0.44 4.32
H 3.27 -0.69 1.93
H 2.73 -3.12 4.09
H 2.25 -5.47 3.60
H 1.28 -6.12 1.42
H 0.82 -4.36 -0.29
H 1.31 -2.02 0.20
H 0.69 3.15 4.31
H -0.83 5.03 3.64
H -2.00 4.91 1.42
H -2.99 1.00 -2.29
H -3.94 3.18 -2.28
H -2.44 3.85 -2.98
H 0.13 3.04 -2.79
H 1.63 2.71 -4.70
H 1.09 1.03 -6.43
H -0.97 -0.32 -6.24
H -2.48 0.01 -4.32
S 1.80 0.74 -1.16
C 1.66 -0.38 -2.48
C 2.71 -0.32 -3.44
N 3.58 -0.27 -4.20
C 0.65 -1.27 -2.65
S -0.72 -1.39 -1.58
C 0.63 -2.15 -3.77
N 0.58 -2.87 -4.67
I -3.25 -1.74 5.10
C -2.44 -1.58 3.22
C -2.18 -2.60 2.33
N -1.66 -2.03 1.24
N -1.56 -0.70 1.36
C -2.03 -0.41 2.56
H -2.31 -3.67 2.40
H -1.27 -2.44 0.39
H -2.07 0.61 2.91
*
```

Values from the calculation:
Gap between HOMO and LUMO (alpha / beta): 5.80 / 5.76 eV
DFT total energy: -116808.11557 eV